(1)
ORCA calculation (ωB97M-V/def2-TZVPD) on 7 unconnected molecules or ions with the total composition C54H116ClN6O6 at a distorted geometry.

The value obtained for the lowest unoccupied orbital energy is -0.4543 Eh. Its net charge is +5. The HOMO energy is -19.4 eV.

Structure (XYZ):
```
183
Properties=species:S:1:pos:R:3:forces:R:3:mulliken_charge:R:1
Cl 0.557000 -1.282134 -0.264929 1.118 1.335 -0.274 1.2026
O -0.620462 -0.739525 -0.945279 0.465 -1.168 0.103 -0.3127
O 1.462342 -2.017690 -1.137847 -1.196 -0.072 0.000 -0.6085
O 1.306946 -0.143674 0.221034 -0.005 0.195 0.428 -0.7574
O 0.182200 -2.118958 0.854097 -0.490 -0.270 -0.205 -0.4850
C 2.362799 -5.454295 -1.918810 0.133 0.128 0.337 -1.2638
C 2.949389 -5.635329 -0.504555 0.152 -0.565 -1.092 -0.7117
C 1.981130 -5.190042 0.552920 1.597 0.555 1.334 0.4800
N 2.813998 -4.878922 1.875597 -0.065 0.389 -1.373 0.1510
C 3.665517 -3.593656 1.660851 -0.540 -0.548 1.617 -0.2076
C 4.329449 -3.184199 3.014603 1.055 0.048 -1.593 -1.1199
C 3.396280 -2.957181 4.187653 -0.318 -0.772 -0.155 -0.4017
C 2.533139 -4.241237 4.314623 -0.238 0.528 0.163 -1.1228
C 1.839476 -4.651262 3.016828 1.077 0.063 -0.356 -0.3193
C 3.715910 -6.062776 2.176208 -0.562 0.835 0.331 -1.1192
H 3.042819 -5.755837 -2.712581 0.270 -0.044 0.197 0.4355
H 2.086070 -4.396715 -2.117237 -0.140 -0.720 0.243 0.1486
H 1.536831 -6.154130 -1.982674 -0.570 0.267 -0.321 0.3591
H 3.896975 -5.121394 -0.444137 0.221 0.287 0.012 0.3703
H 3.162416 -6.697990 -0.307812 0.060 0.304 -0.421 0.4018
H 1.361661 -6.056202 0.787935 -0.508 0.498 0.237 0.5088
H 1.483166 -4.245358 0.307057 -0.246 -0.392 0.143 -0.4717
H 2.992435 -2.834874 1.269640 -0.228 0.032 0.036 -0.0159
H 4.434974 -3.790351 0.931524 0.116 -0.218 -0.175 0.4465
H 4.994779 -2.337547 2.760819 -0.513 -0.001 0.257 0.6687
H 5.091348 -3.965309 3.210221 -0.544 0.255 0.382 0.4014
H 2.817809 -2.028987 4.179010 -0.287 -0.182 -0.722 0.0563
H 3.977830 -2.816311 5.082036 0.404 -0.310 0.458 0.5523
H 1.759194 -4.120834 5.081950 0.130 -0.071 -0.144 0.4557
H 3.170951 -5.055771 4.642324 0.040 -0.061 0.247 0.3675
H 1.119200 -3.907530 2.697505 -0.134 0.121 -0.245 0.1062
H 1.407373 -5.629602 3.053472 -0.823 -0.402 0.657 0.6231
H 4.166788 -5.833686 3.122478 0.537 -0.180 0.174 0.5941
H 4.444719 -6.155159 1.388154 0.217 -0.068 -0.002 0.3797
H 3.152110 -6.982627 2.307259 -0.286 0.073 -0.261 0.2861
C -0.397569 -0.146845 3.823843 -0.665 -0.251 -0.119 -0.9769
C -1.046373 1.095007 4.445703 1.314 0.012 0.449 -0.2240
C -0.084860 1.587756 5.574191 -1.159 -1.244 -1.620 -0.9259
N -0.606788 2.686871 6.358129 0.141 1.970 1.334 0.3950
C 0.630226 3.161156 7.143268 -1.543 1.071 3.115 -0.5898
C 0.280914 4.417536 8.068242 -0.665 -0.099 -2.787 -0.8857
C -0.300528 5.612197 7.165980 0.946 -0.683 1.504 -0.6067
C -1.462689 5.089179 6.352881 0.759 0.678 -0.858 -0.6974
C -1.075863 3.883028 5.523072 0.706 -0.275 -0.131 -0.6621
C -1.713800 2.257559 7.298501 0.547 -1.718 -0.910 -0.9999
H 0.470807 0.105798 3.204541 0.108 -0.136 0.485 0.0531
H -1.092585 -0.586833 3.127875 -0.333 -0.181 -0.445 0.2534
H -0.219102 -0.956879 4.551622 0.343 0.528 -0.140 0.4179
H -2.056791 0.923099 4.800123 -0.069 -0.303 0.234 0.3801
H -1.127639 1.861712 3.671005 0.078 0.038 0.096 0.3171
H 0.827409 1.925179 5.090560 0.165 -0.011 0.061 0.2786
H 0.154094 0.789582 6.290475 -0.030 0.095 -0.372 0.3663
H 1.474337 3.458816 6.545392 -0.039 -0.390 -0.860 0.4564
H 0.869666 2.317502 7.832194 0.130 0.526 -0.726 0.3885
H 1.217128 4.732404 8.459958 0.647 0.186 0.774 0.4526
H -0.397129 4.077150 8.822997 -0.234 0.208 0.694 0.3617
H 0.569158 5.920631 6.562077 -0.536 0.070 -0.179 0.2896
H -0.596669 6.500564 7.775616 0.267 -0.865 -0.320 0.3666
H -1.813291 5.847636 5.627816 0.089 -0.277 0.351 0.3717
H -2.291230 4.867852 6.995404 -0.597 -0.130 0.300 0.3547
H -0.173154 4.048964 4.919152 -0.394 0.453 -0.146 0.3891
H -1.912789 3.649614 4.869572 0.082 -0.664 0.094 0.4739
H -2.579064 2.030727 6.686184 -0.197 0.246 -0.063 0.3612
H -1.948063 2.987762 8.029794 -0.031 0.644 0.440 0.5140
H -1.443331 1.297388 7.773084 0.176 0.603 -0.043 0.3094
C -7.891397 1.932775 0.223701 -0.997 0.251 0.478 -1.5047
C -6.415759 2.080716 0.156273 1.325 -1.001 0.917 -0.0091
C -5.768926 0.969422 -0.632890 0.601 -0.686 -0.993 -0.6719
N -4.387166 1.362160 -1.160665 0.524 -1.073 -1.593 0.4904
C -3.904778 0.204552 -2.126529 0.363 0.504 1.719 0.0096
C -4.596539 0.093208 -3.461517 -0.406 0.975 -0.236 -0.8424
C -4.694460 1.448707 -4.189038 -0.503 -0.531 0.251 -0.6726
C -5.157629 2.554619 -3.270129 -0.719 0.361 0.852 -0.8311
C -4.291820 2.607459 -2.006604 -1.003 -0.306 -0.649 -0.7913
C -3.400305 1.550538 -0.057596 -0.374 -0.800 0.870 -1.0271
H -8.198721 1.257450 0.980170 -0.080 -1.301 0.578 0.4072
H -8.308192 1.593300 -0.719063 -0.200 0.242 -0.133 0.3812
H -8.403205 2.813937 0.601523 0.150 0.491 -0.586 0.3937
H -5.897421 2.033946 1.142225 -0.800 0.522 -0.344 0.2822
H -6.167533 3.000928 -0.317835 0.208 0.882 -0.281 0.2579
H -6.334978 0.660445 -1.515284 -0.110 0.490 -0.031 0.4355
H -5.618402 -0.008567 -0.126886 0.008 0.801 0.289 0.2251
H -4.023621 -0.668334 -1.469143 0.308 0.021 -0.511 -0.1252
H -2.840387 0.446936 -2.252146 -0.158 -0.384 0.049 0.2301
H -5.601483 -0.305854 -3.409159 -0.132 -0.385 0.287 0.5447
H -4.001686 -0.546548 -4.104572 0.033 -0.438 0.139 0.4542
H -5.458458 1.341294 -4.973715 0.759 0.085 -0.172 0.4206
H -3.693049 1.669443 -4.564958 -0.169 0.257 -0.415 0.0461
H -6.232978 2.484090 -3.020066 0.397 -0.258 -0.025 0.2735
H -5.105154 3.515484 -3.775870 0.266 0.173 0.013 0.5720
H -4.495893 3.445521 -1.351635 0.224 0.287 -0.173 0.6343
H -3.278855 2.560572 -2.386118 0.477 0.529 0.389 0.4819
H -3.912017 2.162386 0.689108 0.377 0.148 -0.134 0.3917
H -2.474606 2.029824 -0.398903 -0.396 -0.259 -0.062 0.2812
H -3.176399 0.578152 0.429910 -0.052 0.475 -0.512 0.2627
C 4.072111 0.739777 3.091773 -0.911 -1.535 0.751 -1.3149
C 4.920942 1.219596 2.002060 0.887 1.105 -1.277 -0.2010
C 4.538810 0.577530 0.676756 1.477 0.544 -0.714 -0.1604
N 5.264132 1.219751 -0.574449 -0.756 -0.748 0.369 0.4352
C 4.793426 2.681585 -0.756682 -0.217 -1.044 -1.186 -0.7108
C 5.430641 3.299770 -2.030017 0.452 0.204 1.265 -0.6667
C 6.962028 3.387659 -1.757599 -0.165 -0.767 -1.800 -0.9753
C 7.487184 1.933990 -1.560842 -0.434 0.779 0.431 -0.7725
C 6.799690 1.237611 -0.388300 -1.372 0.645 -0.637 -0.6550
C 4.881515 0.271489 -1.718640 -0.319 1.432 0.641 -0.9995
H 4.087348 -0.344840 3.223143 0.363 -0.048 -0.021 -0.0798
H 3.033785 0.925435 2.862257 -0.480 0.514 0.266 0.2976
H 4.414209 1.174636 4.009624 -0.270 0.296 0.639 0.5443
H 5.982606 1.055897 2.251059 -0.365 -0.001 -0.243 0.3489
H 4.755601 2.311906 1.969805 0.306 -0.328 -0.231 0.2071
H 3.505506 0.656748 0.396855 -0.671 0.110 0.281 0.1331
H 4.778585 -0.500001 0.698150 0.143 0.459 -0.207 0.3210
H 5.221127 3.193933 0.094667 -0.371 0.240 0.243 0.4360
H 3.669920 2.689812 -0.759906 1.066 -0.072 0.137 0.3887
H 4.975858 4.267819 -2.177271 0.013 0.557 0.224 0.5289
H 5.166709 2.779551 -2.937077 0.167 -0.615 -0.253 0.3032
H 7.176018 4.111463 -0.986148 -0.059 -0.273 0.882 0.3814
H 7.539019 3.827511 -2.589853 -0.566 -0.309 -0.062 0.3956
H 8.530637 1.962522 -1.341320 0.862 0.045 0.370 0.4752
H 7.451916 1.370766 -2.497185 -0.357 0.051 0.087 0.3165
H 6.906446 1.839413 0.514352 0.457 -0.330 0.010 0.4594
H 7.069236 0.201032 -0.259495 0.371 -0.223 0.225 0.4036
H 5.499867 0.498547 -2.551832 0.223 0.427 -0.871 0.5149
H 3.791190 0.357065 -1.981896 1.130 -0.303 0.573 0.2335
H 5.232251 -0.681283 -1.379491 -0.478 -0.780 0.103 0.4092
C -0.401634 3.737546 -8.488533 -0.879 -1.500 0.196 -1.4621
C 0.142382 4.133011 -7.165947 0.323 1.832 1.263 0.9124
C -0.916136 4.809463 -6.299086 -1.827 -0.380 1.077 -1.2968
C -0.614380 4.876948 -4.790812 1.621 1.006 0.712 -0.9936
C -0.303261 3.481379 -4.314175 -0.177 -1.001 0.671 -1.1037
C 0.896893 2.762604 -4.969900 -0.603 1.665 1.564 2.1897
N 0.682975 2.907705 -6.417968 5.364 -1.266 -4.859 0.8734
O 1.374855 2.176906 -7.189958 -3.185 2.067 3.508 -0.3043
C 0.826865 1.327039 -4.600062 0.353 -1.749 -0.768 -2.7577
C 2.271358 3.425085 -4.449053 0.009 0.260 -1.278 -1.4851
C 1.342400 5.106901 -7.479194 0.140 -0.489 0.443 -1.3806
H 0.395747 3.621992 -9.212263 -0.397 0.182 -0.421 0.3495
H -1.267501 4.347447 -8.742699 0.553 0.480 -0.406 0.4072
H -0.871641 2.778467 -8.303702 -0.105 -0.558 -0.508 0.4558
H -1.818479 4.180414 -6.378777 0.065 0.022 -0.112 0.4396
H -1.262917 5.758516 -6.712862 0.578 0.034 -0.101 0.5819
H -1.298523 5.309965 -4.028730 -0.564 -0.199 -1.349 0.4307
H 0.242081 5.573129 -4.603008 -0.171 -0.681 -0.340 0.3665
H -1.209203 2.837632 -4.429758 0.483 0.325 -0.216 0.0893
H -0.082387 3.391266 -3.245097 -0.053 0.456 -0.002 0.6094
H 0.158651 0.795777 -5.251618 -0.828 -0.115 -0.298 0.5026
H 0.515052 1.092391 -3.596105 -0.069 0.511 0.525 0.7098
H 1.726689 0.774263 -4.789506 0.887 0.033 0.074 0.4854
H 2.205757 4.498336 -4.191305 -0.474 -0.543 -0.146 0.3926
H 3.089197 3.389790 -5.219418 -0.735 -0.471 0.755 0.4325
H 2.534400 2.872111 -3.535437 -0.008 0.075 -0.464 0.2927
H 2.075926 4.614794 -8.148991 -0.460 0.277 0.397 0.4618
H 1.854473 5.506002 -6.590732 -0.273 -0.067 -0.294 0.3232
H 0.820033 5.911191 -8.018365 0.448 -0.114 0.170 0.4212
C -4.439555 -3.766557 2.014457 0.293 1.032 -0.545 -1.6969
C -3.731339 -4.684852 1.060579 1.172 -0.878 -0.282 1.4182
C -4.591137 -5.830919 0.571637 -0.581 -0.678 -0.898 -1.1662
C -4.083881 -6.624259 -0.667920 1.062 0.749 0.375 -0.7668
C -3.932940 -5.675719 -1.823308 -0.444 1.154 -0.950 -1.1760
C -3.117040 -4.422655 -1.588286 2.406 0.273 -0.632 1.7925
N -3.211740 -3.791329 -0.201102 -5.725 -15.690 -1.554 0.6412
O -2.926699 -2.787082 -0.037267 4.231 15.118 2.389 0.1425
C -3.360612 -3.313391 -2.633337 0.510 -0.066 0.627 -1.9280
C -1.584367 -4.758833 -1.604943 0.597 -0.781 0.098 -1.9789
C -2.419607 -5.141699 1.723961 -0.050 0.377 -1.503 -1.7470
H -5.212560 -3.205371 1.493344 -0.251 0.057 0.058 0.4793
H -3.708286 -3.046631 2.420689 -0.489 -0.315 0.175 0.2967
H -4.918775 -4.352589 2.790906 0.113 -0.035 0.174 0.4231
H -5.563607 -5.401601 0.286469 -0.008 -0.273 0.244 0.4054
H -4.747265 -6.529246 1.415222 -0.008 0.459 -0.296 0.4133
H -4.801167 -7.326050 -1.034380 -0.544 -0.759 0.435 0.4930
H -3.147409 -7.150241 -0.482878 -0.051 -0.148 0.251 0.3507
H -4.943538 -5.323779 -2.017259 -0.300 0.017 -0.445 0.4219
H -3.534293 -6.058812 -2.805419 -0.439 -0.140 1.152 0.3655
H -2.536886 -2.578792 -2.657358 -0.302 -0.281 0.213 0.3323
H -4.287075 -2.801993 -2.377681 -0.238 -0.008 -0.493 0.5037
H -3.373127 -3.794090 -3.614791 -0.382 0.114 0.157 0.5233
H -1.185166 -4.731515 -2.631156 -0.470 -0.155 0.219 0.5440
H -1.358735 -5.774703 -1.182838 -0.300 0.935 -0.347 0.3162
H -0.991548 -4.009007 -1.068925 -0.106 -0.079 0.035 0.3480
H -2.663788 -5.565478 2.673513 0.005 -0.221 0.664 0.6004
H -1.823735 -4.246362 1.798885 0.517 0.258 0.607 0.3495
H -1.849282 -5.844782 1.117971 -0.185 -0.209 0.069 0.2975
```
Forces are in eV/Å.

(2)
ORCA calculation (ωB97M-V/def2-TZVPD) on 2 unconnected molecules or ions with the total composition FHNO2S at a distorted geometry.

The value obtained for the lowest unoccupied orbital energy (alpha / beta) is 0.1333 / 0.1470 Eh. Its net charge is -1. The calculation puts the energy above the lowest of the compared OMol25 structures with the same formula, charge and spin at 535.6 kJ/mol. The HOMO energy (alpha / beta) is -3.7 / -3.6 eV.

Structure (XYZ):
```
6
Properties=species:S:1:pos:R:3:forces:R:3:mulliken_charge:R:1
N -0.516642 -1.328159 0.340381 -1.386 2.901 -0.999 -0.2111
O -1.296660 0.470448 2.091146 -1.235 1.615 -0.380 -0.5196
O -1.587397 -1.899917 2.687681 0.290 0.561 -0.901 -0.5706
F 0.673815 -1.927091 0.414001 1.909 -1.281 -0.285 -0.1141
S -0.691954 -0.835766 2.138817 1.061 -1.763 1.830 0.3605
H -0.016835 0.369982 -0.285547 -0.639 -2.033 0.734 0.0548
```
Forces are in eV/Å.

(3)
ORCA calculation (ωB97M-V/def2-TZVPD) on a molecular structure, C11H10IrN2O4 at a distorted geometry.

The value obtained for the lowest unoccupied orbital energy (alpha / beta) is -0.4720 / -0.6526 Eh. Its net charge is +3. The HOMO energy (alpha / beta) is -16.3 / -19.6 eV. Its multiplicity is 5.

Structure (XYZ):
```
28
Properties=species:S:1:pos:R:3:forces:R:3:mulliken_spin:R:1
Ir -0.060766 0.057549 -1.011893 0.682 -1.029 0.552 1.0352
O 0.275941 2.949756 0.057080 -0.507 -2.999 -1.753 0.0722
C 0.124672 1.923210 -0.457386 0.433 3.341 1.380 0.0533
C -0.092134 -1.923286 -0.912627 0.231 -3.215 0.761 0.1030
O -0.012109 -3.052542 -0.660268 -0.323 3.453 -1.028 0.0736
C 1.925190 -0.117529 -1.083402 3.287 -0.312 0.108 0.1318
O 3.051585 -0.300217 -0.853955 -3.473 0.535 -0.614 0.0809
C -2.016008 0.105068 -0.870498 -3.696 0.127 0.499 0.0965
O -3.120343 0.076641 -0.513631 3.370 0.096 -1.069 0.0784
C 0.048043 0.653415 -4.053354 0.022 1.802 0.733 0.1792
H -0.861763 1.270088 -4.038878 0.432 -0.291 -0.197 0.0086
H 1.007699 1.187790 -4.015433 -0.439 -0.266 -0.204 0.0038
C -0.015832 -0.682356 -4.128123 -0.144 -1.718 0.409 0.2088
H 0.886994 -1.306767 -4.143945 -0.359 0.303 -0.160 0.0130
H -0.979284 -1.208026 -4.159547 0.407 0.247 -0.169 0.0080
N 1.595691 -1.749105 2.521214 -1.358 1.451 0.118 0.4628
C 0.679852 -0.856510 2.942750 2.059 -1.748 -0.287 0.0764
C 0.567930 -0.840915 4.358745 1.619 -1.741 -0.669 0.3311
C -0.300927 0.045977 4.949005 -1.380 1.263 1.269 0.3359
C -1.044529 0.867484 4.076881 -0.626 0.464 -0.187 0.2800
C -0.863386 0.774736 2.701246 -0.381 0.709 -0.262 0.0672
N -0.022435 -0.079260 2.089563 0.117 -0.435 0.547 0.3421
H 1.867407 -1.889583 1.565714 0.056 -0.024 -0.729 -0.0195
H 2.080819 -2.276262 3.223495 0.514 -0.559 0.194 -0.0181
H 1.208786 -1.544058 4.894728 -0.391 0.263 0.364 0.0026
H -0.383838 0.084533 6.035327 -0.083 0.245 -0.068 -0.0130
H -1.762434 1.583955 4.444888 -0.126 0.090 0.231 0.0111
H -1.422821 1.427115 2.029102 0.054 -0.051 0.231 -0.0046
```
Forces are in eV/Å.

(4)
ORCA calculation (ωB97M-V/def2-TZVPD) on a single CH3INOP molecule at a distorted geometry.

The value obtained for the lowest unoccupied orbital energy (alpha / beta) is 0.0224 / -0.1393 Eh. Its net charge is 0. The calculation puts the energy above the lowest of the compared OMol25 structures with the same formula, charge and spin at 131.5 kJ/mol. The HOMO energy (alpha / beta) is -5.5 / -9.6 eV. Its multiplicity is 3.

Structure (XYZ):
```
8
Properties=species:S:1:pos:R:3:forces:R:3:mulliken_spin:R:1
C 1.126429 -0.528900 -0.063240 -3.271 0.513 0.218 0.3463
N 0.124857 0.384715 0.017146 -1.443 -2.858 -0.853 0.0329
O 0.992883 -1.699582 -0.254467 0.336 -1.326 -0.447 0.1916
P -1.437378 -0.492199 -0.095234 0.060 0.634 2.824 0.0437
I 3.051678 0.452491 0.180320 4.487 1.650 0.456 1.3701
H 0.343057 1.265718 0.407203 -0.011 0.982 0.281 0.0126
H -2.033153 0.226080 -1.033597 -0.774 1.261 -2.123 0.0012
H -2.168376 0.391678 0.841872 0.615 -0.856 -0.356 0.0016
```
Forces are in eV/Å.